Record 1
C6H15BrNO2 | the ωB97M-V functional and the def2-TZVPD basis

Atoms and positions in Å:
Br1 1.4907 -1.2869 2.3840
C1 -2.8363 0.7097 1.8418
C2 -1.3707 1.1093 1.7231
O1 -0.7795 1.2002 3.0015
H1 -3.3476 0.6817 0.8767
H2 -3.3808 1.3486 2.5429
H3 -2.9804 -0.2969 2.2524
H4 -1.3160 2.0952 1.2485
H5 -0.8873 0.3277 1.1349
H6 0.1449 0.9098 2.8938
C3 2.3188 1.2037 -2.4509
C4 1.9510 0.2865 -1.2738
O2 2.9795 0.4272 -0.2755
H7 2.9809 2.0155 -2.1728
H8 1.3896 1.6287 -2.8446
H9 2.7442 0.6127 -3.2636
H10 1.9215 -0.7621 -1.5679
H11 1.0102 0.6339 -0.8419
H12 2.6071 0.0587 0.5483
C5 -0.7561 -2.1329 -0.4666
C6 -0.7515 -2.2201 -1.9222
N1 -0.7926 -2.2838 -3.0669
H13 -0.8754 -3.1360 -0.0668
H14 -1.5928 -1.5040 -0.1578
H15 0.1286 -1.6264 -0.0763

- Charge: -1
- Energy relative to the best compared isomer or geometry (same formula, charge and spin): 0.0 kcal/mol
- DFT total energy: -82095.221 eV
- Spin multiplicity: 1
- HOMO-LUMO gap: 8.2 eV

Record 2
C6H15Cl2NSi | the ωB97M-V functional and the def2-TZVPD basis

Atoms and positions in Å:
C1 -1.4953 0.6418 0.4624
C2 0.7317 1.3473 1.4843
C3 0.5944 1.7780 -0.8473
C4 0.3684 -2.2067 1.0654
C5 0.2117 -1.2643 -2.1108
C6 -0.0250 0.8294 0.2666
N1 2.4448 -0.9892 -0.5598
Si1 0.8011 -0.9370 -0.2739
Cl1 3.6372 1.6731 -0.0581
Cl2 3.8318 -1.4441 0.2216
H1 -1.7307 -0.1532 1.2151
H2 -1.9659 1.5705 0.7814
H3 -1.9615 0.4530 -0.4795
H4 1.7514 1.0590 1.4170
H5 0.4049 0.6830 2.2769
H6 0.7240 2.4751 1.7324
H7 0.3362 2.7889 -0.8022
H8 1.7256 1.7544 -0.8518
H9 0.3734 1.4648 -1.8577
H10 0.4371 -1.7331 2.1033
H11 -0.5668 -2.6764 0.9719
H12 1.1443 -3.0244 1.0430
H13 -0.8613 -1.2566 -1.8938
H14 0.4823 -0.4942 -2.8506
H15 0.5558 -2.3575 -2.5417

- Charge: 0
- Energy relative to the best compared isomer or geometry (same formula, charge and spin): 161.6 kcal/mol
- DFT total energy: -40872.766 eV
- Spin multiplicity: 1
- HOMO-LUMO gap (alpha / beta): 5.0 / 5.7 eV

Record 3
C6H15ClI2O2PTb | the ωB97M-V functional and the def2-TZVPD basis

Atoms and positions in Å:
I1 6.1405 1.1463 -1.8200
I2 5.9390 -1.5526 -1.7829
Tb1 -0.2293 -0.1677 0.4042
P1 -0.7237 0.0286 -2.3318
C1 0.4006 0.0505 -3.7514
C2 -1.8364 -1.3709 -2.7447
H1 -2.6440 1.4599 -1.9517
H2 -2.2602 1.3040 -3.7029
H3 -1.2661 2.3692 -2.6519
C3 -1.8384 1.4340 -2.6968
H4 -2.6451 -1.4282 -2.0050
H5 -2.2563 -1.2002 -3.7442
H6 -0.1887 0.0597 -4.6820
H7 1.0390 -0.8425 -3.7201
H8 -1.2656 -2.3078 -2.7380
H9 1.0266 0.9511 -3.6955
C4 1.9458 -0.0427 -0.7894
O1 3.0030 0.0530 -1.2343
Cl1 -2.6413 0.0506 0.8579
C5 0.6167 -1.0140 4.4539
C6 -0.1983 -0.6533 3.2206
O2 0.4989 0.3373 2.4021
H10 1.4813 -1.6238 4.1766
H11 -0.0449 -1.6267 5.0754
H12 0.9427 -0.1506 5.0484
H13 -0.3748 -1.5438 2.5749
H14 -1.1732 -0.2324 3.4839
H15 1.0964 0.8777 2.9476

- Charge: +2
- DFT total energy: -70990.807 eV
- Expectation value of S²: 12.620
- Spin multiplicity: 7
- HOMO-LUMO gap (alpha / beta): 3.7 / 5.3 eV

What is the formula in the first record? C6H15BrNO2